*1*
The following is a DFT calculation (wB97M-V/def2-TZVPD) of one molecule with the formula C2H3NOS.

Calculated values
Net charge: 0
HOMO-LUMO gap (eV): 8.42
HOMO level (eV): -8.651
SMILES: O=CNC=S

The geometry in XYZ format:
```
8
Properties=species:S:1:pos:R:3:mulliken_charge:R:1
C 1.131 0.198 0.017 0.200
C -0.980 -0.427 0.009 -0.255
H 1.873 0.967 0.415 0.309
H -0.389 1.463 0.022 0.279
H -0.334 -1.392 -0.084 0.350
N -0.200 0.506 -0.254 -0.040
O 1.463 -1.000 -0.090 -0.513
S -2.565 -0.316 -0.035 -0.330
```

---

*2*
The following is a DFT calculation (wB97M-V/def2-TZVPD) of one molecule with the formula C2H3NOS.

Calculated values
Net charge: 0
HOMO-LUMO gap (eV): 7.83
HOMO level (eV): -8.877
SMILES: NC(=S)C=O

The geometry in XYZ format:
```
8
Properties=species:S:1:pos:R:3:mulliken_charge:R:1
C 0.583 -0.156 -0.136 0.421
C -0.726 -1.097 0.187 0.109
H 0.826 1.903 -0.002 0.228
H -0.682 1.486 -0.110 0.245
H -0.487 -2.166 0.713 0.277
N 0.276 1.081 0.057 -0.372
O -1.821 -0.455 -0.466 -0.487
S 2.030 -0.597 -0.243 -0.421
```

---

Stability ranking, top and bottom: *1* is the most stable and *2* is the least stable.

---

*1*
The following is a DFT calculation (wB97M-V/def2-TZVPD) of a 2-piece molecular cluster, C2H3NOS overall.

Calculated values
Net charge: 0
HOMO-LUMO gap (spin up / spin down) (eV): 7.12 / 7.12
HOMO level (spin up / spin down) (eV): -8.972 / -8.971

The geometry in XYZ format:
```
8
Properties=species:S:1:pos:R:3:mulliken_charge:R:1
C -0.814 -1.021 -0.106 0.411
C -0.436 0.325 0.333 -0.222
N -1.042 -2.032 -0.633 -0.314
O -0.825 1.385 -0.362 -0.418
S 2.222 -0.064 -0.247 -0.258
H -0.409 0.602 1.355 0.335
H -1.326 1.119 -1.246 0.383
H 2.629 -0.313 0.907 0.083
```

---

*2*
The following is a DFT calculation (wB97M-V/def2-TZVPD) of C2H3NOS as an isolated structure.

Calculated values
Net charge: 0
HOMO-LUMO gap (spin up / spin down) (eV): 6.21 / 6.22
HOMO level (spin up / spin down) (eV): -8.636 / -8.639

The geometry in XYZ format:
```
8
Properties=species:S:1:pos:R:3:mulliken_charge:R:1
C -0.440 -1.233 -0.062 -0.579
C -0.284 0.088 0.228 0.198
N 0.709 0.820 -0.194 0.110
O 1.537 0.554 -1.012 -0.371
S 0.449 2.844 0.737 -0.223
H -1.302 -1.839 -0.044 0.268
H 0.428 -1.726 -0.331 0.267
H -1.097 0.492 0.676 0.330
```

---

Stability ranking, top and bottom: *1* is the most stable and *2* is the least stable.

---

*1*
The following is a DFT calculation (wB97M-V/def2-TZVPD) of C2H3NOS as an isolated structure.

Calculated values
Net charge: 0
HOMO-LUMO gap (eV): 9.23
HOMO level (eV): -8.995

The geometry in XYZ format:
```
8
Properties=species:S:1:pos:R:3:mulliken_charge:R:1
C 1.622 0.453 0.084 0.632
C -1.043 -0.171 -0.048 -0.651
N 0.198 -0.417 -0.720 -0.333
O 1.885 1.587 0.133 -0.362
S 1.478 -1.157 0.235 -0.091
H -1.671 -1.063 -0.132 0.250
H -0.947 0.099 1.010 0.302
H -1.522 0.668 -0.563 0.253
```

---

*2*
The following is a DFT calculation (wB97M-V/def2-TZVPD) of a 2-piece molecular cluster, C2H3NOS overall.

Calculated values
Net charge: 0
HOMO-LUMO gap (eV): 8.28
HOMO level (eV): -8.625
SMILES: N=C=O.C=S

The geometry in XYZ format:
```
8
Properties=species:S:1:pos:R:3:mulliken_charge:R:1
C 1.432 -0.658 -0.723 0.557
C -1.285 0.564 0.135 -0.312
N 0.860 -0.148 0.198 -0.419
O 1.731 -0.976 -1.789 -0.375
S -2.045 -0.561 1.045 -0.209
H -0.843 1.317 0.779 0.235
H -0.909 0.552 -0.824 0.267
H 1.058 -0.089 1.179 0.256
```

---

Stability ranking, top and bottom: *2* is the most stable and *1* is the least stable.

---

*1*
The following is a DFT calculation (wB97M-V/def2-TZVPD) of a 2-piece molecular cluster, C4H11N3O2 overall.

Calculated values
Net charge: 0
HOMO-LUMO gap (eV): 8.99
HOMO level (eV): -8.323
SMILES: [H]/N=C(\N)NC.CC(=O)O

The geometry in XYZ format:
```
20
Properties=species:S:1:pos:R:3:mulliken_charge:R:1
C -2.538 1.514 -1.442 -0.879
C -3.135 0.375 -0.863 0.676
O -2.841 -0.770 -1.419 -0.428
O -3.652 0.506 0.276 -0.587
H -1.577 1.514 -2.109 0.286
H -2.563 2.390 -0.692 0.292
H -3.379 1.738 -2.229 0.286
C 3.506 -0.444 1.300 -0.740
C 1.143 -0.882 0.532 0.561
N 0.177 -1.756 0.129 -0.771
N 2.264 -1.239 1.192 -0.177
N 0.893 0.617 0.385 -0.340
H -3.389 -1.535 -1.166 0.351
H -0.590 -1.250 -0.398 0.225
H 2.389 -2.243 1.241 0.255
H -0.017 1.014 0.166 0.090
H 1.652 1.355 0.629 0.133
H 3.969 -0.502 2.446 0.218
H 3.292 0.550 1.016 0.259
H 4.397 -0.951 1.005 0.288
```

---

*2*
The following is a DFT calculation (wB97M-V/def2-TZVPD) of a 2-piece molecular cluster, C4H11N3O2 overall.

Calculated values
Net charge: 0
HOMO-LUMO gap (eV): 9.32
HOMO level (eV): -8.553
SMILES: [H]/N=C\N(C)N.CC(=O)O

The geometry in XYZ format:
```
20
Properties=species:S:1:pos:R:3:mulliken_charge:R:1
C 1.844 0.985 -0.763 -0.823
N 1.346 -0.061 0.102 0.299
N 1.484 0.068 1.493 -0.753
C 0.741 -1.206 -0.376 0.008
N 0.160 -2.106 0.295 -0.717
H 2.349 0.533 1.756 0.272
H 0.730 0.644 1.871 0.203
H 0.211 -1.945 1.300 0.313
H 0.774 -1.285 -1.458 0.357
H 2.864 1.246 -0.474 0.315
H 1.219 1.879 -0.665 0.297
H 1.820 0.660 -1.800 0.256
C -2.174 -0.142 -0.929 -1.276
C -1.456 0.621 0.231 0.764
O -1.618 0.061 1.442 -0.443
O -1.048 1.747 0.130 -0.555
H -2.127 -0.760 1.409 0.357
H -2.074 0.444 -1.838 0.299
H -3.230 -0.221 -0.672 0.425
H -1.817 -1.163 -1.055 0.401
```

---

*3*
The following is a DFT calculation (wB97M-V/def2-TZVPD) of a 2-piece molecular cluster, C4H11N3O2 overall.

Calculated values
Net charge: 0
HOMO-LUMO gap (eV): 9.72
HOMO level (eV): -9.049
SMILES: CN=C(N)N.CC(=O)O

The geometry in XYZ format:
```
20
Properties=species:S:1:pos:R:3:mulliken_charge:R:1
C -1.685 1.823 -0.889 -0.513
C -0.699 2.887 -0.449 0.599
O 0.456 2.728 -1.149 -0.455
O -0.889 3.733 0.371 -0.530
H -2.110 1.995 -1.861 0.348
H -2.498 1.778 -0.164 0.287
H -1.140 0.886 -0.801 -0.112
C 1.329 -2.643 -0.692 -0.817
C 0.621 -1.122 0.907 0.480
N 1.613 -1.614 0.284 -0.571
N -0.745 -1.484 0.807 -0.428
N 0.848 -0.004 1.689 -0.395
H 1.260 2.921 -0.651 0.329
H -0.842 -2.402 1.211 0.230
H -1.250 -1.115 0.024 0.216
H 0.190 0.149 2.441 0.247
H 1.782 0.235 1.976 0.242
H 0.447 -2.439 -1.323 0.258
H 1.222 -3.631 -0.251 0.278
H 2.088 -2.680 -1.479 0.306
```

---

*4*
The following is a DFT calculation (wB97M-V/def2-TZVPD) of a 2-piece molecular cluster, C4H11N3O2 overall.

Calculated values
Net charge: 0
HOMO-LUMO gap (eV): 9.89
HOMO level (eV): -9.104
SMILES: CN=C(N)N.CC(=O)O

The geometry in XYZ format:
```
20
Properties=species:S:1:pos:R:3:mulliken_charge:R:1
C 0.489 2.741 -2.458 -1.046
C 0.586 1.480 -1.647 0.811
O -0.523 0.757 -1.686 -0.528
O 1.588 1.162 -1.038 -0.615
H 0.246 3.626 -1.869 0.255
H -0.204 2.661 -3.285 0.304
H 1.480 2.934 -2.848 0.316
C -1.970 -0.893 1.010 -1.220
C 0.336 -1.344 1.159 0.588
N -0.604 -0.804 0.471 -0.444
N 0.130 -1.993 2.349 -0.419
N 1.606 -1.426 0.664 -0.510
H -0.528 0.013 -0.958 0.533
H -2.028 -0.342 1.947 0.356
H -2.276 -1.933 1.081 0.403
H -0.653 -1.654 2.881 0.193
H 0.908 -2.437 2.799 0.206
H 1.693 -0.962 -0.235 0.267
H 2.345 -1.236 1.337 0.234
H -2.621 -0.348 0.325 0.318
```

---

Stability ranking, top and bottom: *4* is the most stable and *1* is the least stable.

---

*1*
The following is a DFT calculation (wB97M-V/def2-TZVPD) of a 2-piece molecular cluster, CH4IPS overall.

Calculated values
Net charge: 0
HOMO-LUMO gap (spin up / spin down) (eV): 8.93 / 4.35
HOMO level (spin up / spin down) (eV): -9.415 / -7.272

The geometry in XYZ format:
```
8
Properties=species:S:1:pos:R:3:mulliken_charge:R:1
C 0.014 -0.874 0.094 -0.329
P -0.769 0.712 0.397 -0.075
S -0.197 -1.950 -1.134 -0.125
I -2.265 3.663 0.999 -0.159
H 0.553 -1.331 0.865 0.342
H -0.204 0.971 1.582 0.088
H 0.396 1.189 -0.381 0.130
H -0.771 -1.108 -2.012 0.128
```

---

*2*
The following is a DFT calculation (wB97M-V/def2-TZVPD) of a 2-piece molecular cluster, CH4IPS overall.

Calculated values
Net charge: 0
HOMO-LUMO gap (eV): 5.65
HOMO level (eV): -7.736

The geometry in XYZ format:
```
8
Properties=species:S:1:pos:R:3:mulliken_charge:R:1
C 0.280 -0.110 -0.510 -0.531
P -0.944 -0.409 0.614 -0.024
S 2.672 1.576 0.149 -0.364
I 4.074 -0.257 0.001 0.015
H 0.859 -1.024 -0.575 0.283
H 0.458 0.463 -1.359 0.497
H -1.470 0.574 1.293 0.054
H -0.047 -0.816 1.486 0.070
```

---

*3*
The following is a DFT calculation (wB97M-V/def2-TZVPD) of a 2-piece molecular cluster, CH4IPS overall.

Calculated values
Net charge: 0
HOMO-LUMO gap (spin up / spin down) (eV): 7.64 / 6.71
HOMO level (spin up / spin down) (eV): -9.197 / -8.521

The geometry in XYZ format:
```
8
Properties=species:S:1:pos:R:3:mulliken_charge:R:1
C 0.446 -0.849 0.338 -0.707
P 0.117 3.067 -1.110 -0.087
S 0.934 -0.384 -1.330 -0.127
I 1.375 3.963 -2.933 0.021
H 0.805 -0.101 1.038 0.262
H 0.896 -1.814 0.563 0.285
H -0.637 -0.924 0.388 0.262
H -0.947 2.642 -1.913 0.090
```

---

*4*
The following is a DFT calculation (wB97M-V/def2-TZVPD) of a 2-piece molecular cluster, CH4IPS overall.

Calculated values
Net charge: 0
HOMO-LUMO gap (spin up / spin down) (eV): 7.75 / 6.36
HOMO level (spin up / spin down) (eV): -9.266 / -8.303

The geometry in XYZ format:
```
8
Properties=species:S:1:pos:R:3:mulliken_charge:R:1
C -1.363 0.352 -0.036 -0.665
P 2.001 -1.014 0.522 -0.060
S -1.738 -1.283 0.550 -0.085
I 2.906 1.179 0.506 0.007
H -0.747 0.856 0.672 0.234
H -2.252 0.935 -0.336 0.301
H -0.690 0.192 -1.046 0.210
H 1.883 -1.219 -0.832 0.058
```

---

Stability ranking, top and bottom: *3* is the most stable and *2* is the least stable.